The following is a DFT calculation (ωB97M-V/def2-TZVPD) of a cluster of 6 separate species, C24H59NO6 in total.

The value obtained for the largest force on an atom is 1.1 eV/Å. The calculation puts the total energy at -39619.371 eV. As for the structure (SMILES): CC1(C)CCCC(C)(C)N1O.CC(C)O.CC(C)O.CC(C)O.CC(C)O.CC(C)O. Its energy relative to the best compared isomer or geometry (same formula, charge and spin) is 0.0 kcal per mole. The LUMO energy is 0.73 eV. The calculation puts the molar mass at 457.74 g/mol. The calculation puts the HOMO energy at -0.31177 hartree.

Last column: Löwdin charge in e.
Positions of all 90 atoms, in Å:
1 C 4.75777 -1.22109 2.89099  -0.017
2 C 4.43353 -1.30829 1.39339  -0.506
3 C 4.99559 -0.08749 0.66986  -0.023
4 C 5.03871 -2.55179 0.75778  -0.138
5 C 4.33537 -3.84705 1.14120  -0.173
6 C 2.84670 -3.75437 0.85224  -0.135
7 C 2.18836 -2.56117 1.52474  -0.505
8 C 0.78200 -2.37384 0.98557  -0.019
9 C 2.06605 -2.78337 3.05298  -0.006
10 N 2.98187 -1.39530 1.13308  -0.075
11 O 2.30288 -0.18409 1.46992  -0.042
12 H 4.00567 -0.63432 3.42159  0.084
13 H 4.87834 -2.19033 3.37250  0.072
14 H 5.69982 -0.69177 3.07830  0.083
15 H 5.99445 0.12408 1.05646  0.087
16 H 5.10876 -0.28029 -0.39924  0.082
17 H 4.42095 0.82630 0.80373  0.080
18 H 4.97232 -2.44683 -0.33019  0.112
19 H 6.09968 -2.60091 1.02011  0.130
20 H 4.76818 -4.66744 0.56552  0.114
21 H 4.51206 -4.07458 2.19600  0.101
22 H 2.36715 -4.68115 1.18272  0.128
23 H 2.67592 -3.68268 -0.22684  0.115
24 H 0.14969 -3.24466 1.16299  0.101
25 H 0.72140 -2.10313 -0.07096  0.075
26 H 0.29617 -1.53444 1.49068  0.058
27 H 1.18758 -3.37176 3.31140  0.092
28 H 1.97173 -1.80976 3.53691  0.058
29 H 2.95664 -3.25804 3.45672  0.069
30 H 2.46514 0.36015 0.69401  0.095
31 C 0.17776 -0.83567 5.68910  -0.055
32 C -0.05431 -0.14286 4.35149  -0.485
33 C -1.21609 0.83806 4.39432  -0.052
34 O 1.13902 0.56689 3.96748  -0.072
35 H -0.14710 -0.21770 6.52690  0.076
36 H 1.23247 -1.08565 5.78026  0.073
37 H -0.40104 -1.76191 5.75222  0.079
38 H -0.25029 -0.88643 3.57157  0.113
39 H -0.89042 1.80562 4.77735  0.085
40 H -2.02384 0.46915 5.03180  0.079
41 H -1.63795 1.01077 3.40038  0.055
42 H 1.45928 0.21738 3.12431  0.029
43 C -2.06583 3.33917 -3.61331  -0.056
44 C -2.49735 1.90153 -3.87326  -0.453
45 C -2.28330 1.48050 -5.32106  -0.041
46 O -1.80919 1.02339 -2.97117  -0.086
47 H -1.04346 3.53185 -3.94885  0.086
48 H -2.16913 3.60014 -2.56182  0.058
49 H -2.69816 4.03452 -4.17630  0.082
50 H -3.55048 1.81081 -3.60001  0.134
51 H -2.94101 0.65764 -5.59404  0.080
52 H -1.24733 1.16962 -5.47532  0.080
53 H -2.46273 2.32050 -5.99394  0.080
54 H -0.91380 0.81539 -3.27799  0.079
55 C -6.40042 2.57368 -1.20554  -0.055
56 C -6.11227 3.94253 -0.63027  -0.493
57 C -4.83280 4.56373 -1.14119  -0.057
58 O -7.22373 4.80589 -0.95167  -0.058
59 H -7.40835 2.26296 -0.92269  0.082
60 H -5.74025 1.82338 -0.76910  0.062
61 H -6.35542 2.56021 -2.29665  0.083
62 H -6.10715 3.81536 0.46159  0.136
63 H -3.97439 3.88795 -1.05863  0.057
64 H -4.57382 5.49736 -0.64976  0.079
65 H -4.95318 4.69828 -2.22185  0.086
66 H -7.31739 5.44793 -0.24358  0.083
67 C -0.65996 1.33432 0.12045  -0.036
68 C -1.73104 0.26224 0.21289  -0.469
69 C -3.13455 0.81224 0.26047  -0.054
70 O -1.58632 -0.64830 -0.88827  -0.083
71 H -0.53192 1.88518 1.05648  0.083
72 H -0.91813 2.06017 -0.65465  0.072
73 H 0.28871 0.86774 -0.13922  0.063
74 H -1.55391 -0.29880 1.13518  0.118
75 H -3.86547 0.00606 0.33960  0.088
76 H -3.38547 1.47510 -0.56879  0.058
77 H -3.25323 1.40558 1.17704  0.085
78 H -1.93549 -0.18831 -1.67077  0.052
79 C 1.20624 -1.59535 -4.61060  -0.062
80 C 1.29610 -1.69497 -3.09691  -0.467
81 C 2.74384 -1.64304 -2.62551  -0.062
82 O 0.58512 -0.55603 -2.56793  -0.087
83 H 0.18755 -1.75649 -4.96605  0.076
84 H 1.86969 -2.30434 -5.11007  0.080
85 H 1.51500 -0.59226 -4.91440  0.081
86 H 0.83480 -2.62082 -2.74460  0.139
87 H 2.77618 -1.35853 -1.56927  0.053
88 H 3.32951 -0.89842 -3.16753  0.082
89 H 3.21468 -2.62597 -2.70789  0.080
90 H 0.02108 -0.83959 -1.82458  0.041

Force components x, y, z for each atom (eV/Å):
C 0.433 0.459 0.431
C -0.480 0.003 0.550
C 0.405 0.097 -0.200
C 0.176 -0.338 -0.204
C 0.178 0.121 0.002
C 0.070 -0.470 -0.111
C -0.260 -0.105 0.398
C -0.716 0.591 -0.055
C 0.314 0.523 -0.162
N 0.067 0.188 -1.118
O 0.397 -0.312 0.441
H -0.100 -0.144 -0.023
H -0.261 -0.060 -0.046
H -0.032 -0.108 -0.245
H -0.014 -0.037 -0.052
H -0.208 0.043 -0.008
H -0.058 -0.013 0.150
H 0.033 0.048 0.039
H -0.007 0.044 -0.028
H 0.020 -0.044 0.065
H -0.041 -0.044 -0.018
H -0.155 0.122 0.041
H 0.087 0.062 0.007
H 0.197 -0.149 -0.041
H 0.348 -0.248 -0.056
H 0.049 -0.143 0.094
H 0.003 -0.124 -0.099
H -0.053 -0.125 0.107
H -0.053 -0.103 0.108
H -0.304 0.104 -0.033
C -0.249 -0.245 -0.091
C 0.358 0.342 -0.298
C -0.332 0.003 -0.107
O -0.280 -0.078 0.125
H 0.243 0.139 0.013
H 0.007 0.006 0.141
H 0.012 0.037 -0.036
H -0.066 -0.119 0.166
H 0.116 -0.084 0.124
H 0.020 -0.022 -0.032
H 0.096 0.002 0.003
H 0.036 0.170 -0.019
C -0.193 0.288 -0.372
C 0.442 0.166 0.241
C -0.042 0.122 0.045
O -0.336 0.039 -0.238
H 0.068 -0.173 0.158
H 0.135 -0.096 0.059
H -0.035 -0.111 0.024
H -0.017 -0.072 -0.037
H 0.069 -0.071 -0.044
H 0.012 -0.011 0.035
H -0.130 -0.059 -0.017
H 0.056 -0.016 -0.014
C -0.377 -0.199 0.032
C -0.520 0.126 0.514
C 0.359 -0.600 -0.552
O 0.127 -0.241 -0.030
H -0.027 0.152 -0.030
H 0.245 0.075 -0.250
H 0.175 -0.005 0.034
H 0.259 0.134 -0.069
H -0.123 -0.033 0.328
H -0.122 0.140 -0.052
H -0.026 0.371 0.133
H 0.022 0.066 -0.054
C -0.055 0.417 0.011
C 0.322 -0.018 -0.246
C -0.363 0.292 0.821
O -0.162 -0.274 0.504
H -0.067 -0.118 0.041
H 0.088 -0.077 -0.063
H 0.054 0.022 0.006
H -0.048 -0.279 -0.190
H 0.014 -0.027 -0.230
H 0.162 -0.165 -0.204
H 0.042 0.018 -0.112
H -0.006 0.072 -0.038
C -0.028 -0.070 -0.099
C 0.183 0.715 -0.182
C -0.035 -0.066 0.485
O 0.062 -0.439 -0.091
H 0.000 -0.020 0.040
H -0.044 -0.066 0.075
H 0.014 0.002 0.044
H -0.108 0.021 0.040
H -0.043 -0.134 -0.006
H -0.059 -0.059 -0.162
H 0.095 0.079 -0.168
H -0.029 0.196 -0.044